(1)
A molecular structure, C31H36BMgN7S in a non-equilibrium geometry. Source: the OMol25 dataset; level of theory: ωB97M-V/def2-TZVPD.

Output
molar mass = 573.86 g mol⁻¹
electronic energy = -2209.50945 Eh
energy above the lowest of the compared OMol25 structures with the same formula, charge and spin = 0.0 kcal/mol

The geometry in XYZ format:
```
77
Properties=species:S:1:pos:R:3:forces:R:3:mulliken_charge:R:1
Mg -0.13427 0.13570 -0.13322 -0.41 0.65 0.82 1.12
C 4.83135 -1.45007 -1.42176 0.63 -0.23 0.15 -2.04
C 3.58628 -0.72455 -0.92069 -0.09 -0.40 0.01 2.21
C 3.94682 0.66486 -0.42679 0.04 0.70 0.53 -1.35
C 2.52849 -0.69152 -1.99840 -1.31 -0.27 -0.69 -0.39
C 2.63233 -1.09954 -3.36486 0.44 0.46 0.85 -0.99
C 1.38443 -0.80546 -3.89011 0.07 -0.07 -0.44 -0.55
N 0.56954 -0.30282 -2.96441 0.37 0.17 1.13 0.10
N 1.25876 -0.27544 -1.74908 0.28 0.13 -0.91 0.64
B -0.88699 0.35789 -3.16227 0.41 -0.17 2.03 -0.08
N -1.93380 -0.53177 -2.33757 -0.21 -0.08 0.79 0.19
C -3.03988 -1.07726 -2.84697 -0.67 -0.35 -0.47 -0.28
C -3.76022 -1.74747 -1.86967 0.76 0.16 0.51 -1.37
C -2.99923 -1.55037 -0.68531 0.33 0.46 -1.04 -0.28
N -1.90420 -0.81142 -0.96304 0.08 -0.01 -0.74 0.33
C -3.46994 -2.09239 0.63874 -0.57 -1.16 -0.13 0.75
C -2.45626 -2.40670 1.72710 0.03 -0.72 0.63 -1.14
C -4.61377 -1.25230 1.19673 -0.22 0.54 0.21 -1.38
N -0.85368 1.81426 -2.51860 -0.04 0.02 0.91 -0.03
C -1.12121 2.98511 -3.11031 0.18 0.35 -0.39 -0.54
C -0.88941 4.03072 -2.22473 0.28 -0.75 0.50 -0.96
C -0.47481 3.40051 -1.01835 -0.29 -0.57 -0.57 -0.14
N -0.50659 2.05363 -1.19316 0.40 0.37 -0.64 0.50
C 0.01073 4.11586 0.25886 -0.45 -0.19 -0.41 1.42
C 1.32520 4.83995 0.00483 0.81 0.41 -0.65 -1.46
C -0.97377 5.18671 0.73169 -1.02 0.19 0.04 -1.47
H 5.62309 -1.46777 -0.63617 -0.59 0.08 -0.48 0.41
H 5.25917 -0.91633 -2.30109 -0.27 -0.48 0.47 0.38
H 4.60300 -2.50394 -1.66728 0.16 0.51 -0.11 0.40
H 3.16408 -1.28403 -0.07048 0.16 0.10 -0.21 -0.60
H 4.38901 1.28334 -1.22521 -0.29 -0.18 0.17 0.36
H 4.69785 0.62264 0.39072 -0.45 -0.12 -0.42 0.42
H 3.04861 1.16914 -0.02403 0.43 -0.04 -0.24 0.11
H 3.54634 -1.48182 -3.85731 -1.02 0.32 0.30 0.43
H 1.00240 -0.91186 -4.88578 0.07 -0.05 -0.32 0.51
H -1.20074 0.38403 -4.31308 0.06 0.01 0.02 -0.16
H -3.26770 -0.95481 -3.90075 0.11 -0.05 0.20 0.45
H -4.65598 -2.36872 -1.92189 0.36 0.47 -0.25 0.46
H -3.92594 -3.08812 0.35395 0.41 0.88 0.22 0.31
H -2.09692 -1.50289 2.25664 -0.03 -0.44 -0.40 0.09
H -1.62587 -3.00569 1.30683 -0.16 0.46 0.32 0.13
H -2.96554 -3.07067 2.49167 0.54 0.80 -0.74 0.50
H -4.23922 -0.26967 1.54289 -0.18 -0.34 -0.28 0.23
H -5.06676 -1.74107 2.06945 0.13 0.00 -0.19 0.38
H -5.40302 -1.10747 0.44515 0.24 0.10 0.23 0.42
H -1.42913 2.97623 -4.15281 0.07 0.18 0.28 0.44
H -0.94009 5.09705 -2.37445 -0.15 -0.12 -0.23 0.50
H 0.13868 3.34880 1.03397 0.03 0.20 -0.16 -0.40
H 1.21989 5.63272 -0.79765 0.06 -0.92 0.79 0.29
H 2.10158 4.12502 -0.30870 -0.12 0.32 -0.01 0.29
H 1.68627 5.35592 0.91591 -0.25 -0.31 -0.37 0.43
H -1.15956 5.92604 -0.07657 0.04 -0.46 0.35 0.34
H -0.56836 5.77638 1.57707 -0.15 -0.51 -0.29 0.41
H -1.95750 4.75114 1.02883 0.69 0.37 -0.17 0.27
S 1.52532 -2.10052 3.60002 -0.41 0.19 -0.04 -0.43
C 1.74497 -3.19437 2.27274 -0.31 -0.02 -1.05 0.50
C 2.26426 -4.49403 2.26971 -0.04 0.70 -0.08 -0.48
C 2.32616 -5.18458 1.07072 -0.57 0.92 -0.03 -0.71
C 1.78263 -4.59259 -0.08673 0.32 -0.53 -0.09 -0.69
C 1.24723 -3.31880 -0.11142 0.36 -0.38 0.68 0.01
C 1.23844 -2.59946 1.08609 0.20 0.22 0.80 -1.35
N 0.70104 -1.32084 1.28091 0.29 -0.91 -0.03 0.62
C 0.69969 -0.97618 2.54310 -0.44 0.63 -0.19 0.02
C -0.13213 0.19819 2.97031 0.06 0.41 -1.06 0.32
C -0.47334 0.43519 4.29967 -0.88 0.52 -0.78 -0.80
C -1.54023 1.31781 4.53744 0.29 0.00 0.26 -0.59
C -2.17626 2.02960 3.50972 1.09 -0.43 0.68 -1.13
C -1.68233 1.87921 2.23225 -0.02 -0.24 -0.84 0.21
C -0.69657 0.96600 1.88543 1.00 -1.47 0.44 0.12
H 2.58839 -4.89252 3.21067 0.30 -0.40 0.17 0.45
H 2.76696 -6.16063 1.01621 0.01 -0.33 0.05 0.43
H 1.78307 -5.18735 -0.99589 0.03 0.18 0.02 0.42
H 0.86831 -2.91486 -1.02584 -0.26 0.30 -0.31 0.46
H 0.03660 -0.06374 5.10241 -0.03 -0.21 0.40 0.45
H -1.85592 1.45590 5.55946 -0.09 0.11 0.17 0.37
H -2.93695 2.75940 3.71706 -0.38 0.00 0.20 0.49
H -2.11286 2.41945 1.39750 -0.24 0.33 0.11 0.68
```
Positions in Å, forces in eV/Å.

=====

(2)
A molecular structure, C31H36Br2MoN2O2P2S2. Source: the OMol25 dataset; level of theory: ωB97M-V/def2-TZVPD.

Output
molar mass = 850.47 g mol⁻¹
electronic energy = -8157.76970 Eh
energy above the lowest of the compared OMol25 structures with the same formula, charge and spin = 7.8 kcal/mol
charge = +2

The geometry in XYZ format:
```
78
Properties=species:S:1:pos:R:3:forces:R:3:mulliken_charge:R:1
Mo -0.89412 -1.35494 0.31651 0.09 -0.03 -0.51 -2.44
Br -0.23688 -3.05333 -1.68722 -0.05 0.01 0.14 0.10
C 0.62770 -4.26056 -0.44359 0.06 -0.10 -0.03 -0.66
Br 0.43011 -3.52038 1.34405 -0.03 -0.01 -0.09 0.04
H 1.68797 -4.27684 -0.67253 -0.07 -0.06 0.01 0.49
H 0.14405 -5.23147 -0.48375 0.05 0.06 -0.01 0.55
N -3.91778 -0.61903 -0.71516 0.00 0.13 0.01 0.22
P -2.58182 0.25836 -0.15777 -0.04 0.03 -0.03 2.86
C -2.86338 0.68579 1.56730 0.06 -0.02 0.03 -0.18
C -3.79976 1.55757 2.11524 0.03 -0.05 -0.08 -0.44
C -3.91047 1.66402 3.49226 0.00 -0.01 0.02 -0.86
C -3.09473 0.90865 4.32609 0.01 -0.01 0.02 -0.59
C -2.14769 0.04043 3.79761 -0.11 0.12 -0.01 -1.32
C -2.04565 -0.05746 2.41987 0.22 -0.19 0.01 0.27
C -2.65985 1.77477 -1.10379 0.00 -0.02 0.01 0.28
C -2.14460 2.93901 -0.53378 0.01 0.02 0.07 -0.92
C -2.18669 4.12840 -1.23890 -0.01 0.02 -0.04 -0.84
C -2.74055 4.16274 -2.51174 0.00 -0.01 0.00 -0.52
C -3.24524 3.00499 -3.08601 0.02 0.01 0.05 -0.82
C -3.19980 1.80856 -2.38803 0.02 -0.01 -0.05 -0.29
C -3.97400 -1.94869 -0.37181 -0.14 -0.06 -0.04 0.04
C -5.15833 -2.67304 -0.54370 0.08 0.03 0.02 -1.16
C -5.19180 -3.99547 -0.18326 0.04 0.00 0.01 -0.30
C -4.04172 -4.58153 0.34699 0.08 0.06 0.01 -1.13
C -2.91846 -3.80918 0.47311 -0.01 -0.07 0.00 -0.27
N -2.85060 -2.50082 0.12096 0.03 -0.10 0.04 0.43
H -4.79706 -0.16556 -0.92528 0.03 -0.01 0.00 0.39
H -4.43306 2.15274 1.46964 -0.01 0.01 -0.02 0.52
H -4.63565 2.33914 3.92357 -0.03 0.02 0.01 0.45
H -3.19706 1.00271 5.39803 0.02 -0.01 0.03 0.44
H -1.50567 -0.53515 4.44817 0.03 -0.03 0.02 0.54
H -1.20729 -0.74598 2.11317 -0.22 0.26 0.42 1.07
H -1.72351 2.92802 0.46525 0.00 -0.03 -0.01 0.50
H -1.79626 5.03145 -0.79234 0.01 0.04 0.02 0.46
H -2.78096 5.09601 -3.05564 -0.01 0.03 -0.02 0.45
H -3.67685 3.03242 -4.07622 -0.01 0.00 -0.04 0.47
H -3.57651 0.90836 -2.85562 -0.02 -0.05 0.02 0.44
H -6.02733 -2.17936 -0.95437 -0.02 0.02 0.00 0.45
H -6.09885 -4.56933 -0.30503 -0.04 -0.03 0.00 0.45
H -4.02160 -5.61419 0.65848 0.00 -0.03 0.00 0.48
H -2.01415 -4.22911 0.88469 -0.05 -0.04 0.01 0.45
C 5.36812 -1.51352 2.74756 -0.03 0.01 0.07 -1.29
C 4.09332 -0.72396 2.93120 0.08 0.20 -0.10 0.40
C 2.90660 -1.54957 3.37041 0.02 -0.02 0.12 -1.04
O 3.81317 0.03433 1.69020 -0.14 0.05 -0.02 -0.30
P 3.11913 -0.41249 0.35692 0.04 -0.11 0.27 0.56
S 3.34606 -2.21172 -0.23544 -0.08 -0.11 -0.14 -0.32
S 1.06827 0.21038 0.84727 -0.11 0.03 -0.02 -0.39
O 3.40645 0.73724 -0.64400 0.01 0.15 -0.01 -0.10
C 4.70608 1.34544 -1.03882 -0.09 -0.04 -0.07 0.54
C 5.77599 0.29179 -1.17788 0.06 0.01 -0.06 -1.36
C 5.03568 2.44822 -0.06355 0.06 0.04 -0.03 -1.24
H 5.65066 -1.96597 3.69722 0.01 -0.01 0.04 0.47
H 6.18235 -0.86539 2.42904 0.01 0.03 -0.01 0.34
H 5.23414 -2.30687 2.01647 -0.01 -0.05 -0.05 0.25
H 4.24615 0.09410 3.63658 0.04 -0.10 0.00 0.24
H 2.71992 -2.38102 2.69285 0.06 0.01 -0.03 0.05
H 2.00674 -0.93989 3.46802 -0.01 0.04 -0.03 0.29
H 3.13255 -1.95687 4.35605 -0.02 -0.04 0.01 0.49
H 4.45254 1.75953 -2.01602 0.06 -0.01 0.05 0.28
H 6.02912 -0.15197 -0.21440 -0.01 -0.01 0.04 0.24
H 6.67601 0.76221 -1.57311 0.02 0.01 0.00 0.50
H 5.47187 -0.49717 -1.86326 0.00 0.00 0.00 0.35
H 5.27000 2.04917 0.92101 0.00 -0.03 0.03 0.19
H 4.21137 3.15351 0.02640 -0.04 0.01 0.00 0.33
H 5.90625 2.99236 -0.42877 0.02 0.01 -0.01 0.47
C 0.12918 -0.05859 -0.62477 -0.08 -0.03 0.14 0.74
C 0.28909 0.66184 -1.86380 0.13 0.06 0.09 2.19
C 0.99077 1.87206 -1.92304 -0.03 0.00 -0.12 -0.44
C 1.08640 2.55695 -3.12055 -0.05 -0.08 0.02 -1.27
C 0.50645 2.03334 -4.26964 0.00 -0.01 0.02 -0.56
C -0.19784 0.83599 -4.21838 0.02 0.03 -0.01 -1.08
C -0.32235 0.16425 -3.01808 -0.02 0.01 -0.15 0.02
H 1.44896 2.27503 -1.03166 -0.01 -0.03 0.04 0.65
H 1.61572 3.49743 -3.16093 0.03 0.06 -0.01 0.54
H 0.59678 2.56485 -5.20651 0.00 0.01 -0.04 0.47
H -0.65593 0.43767 -5.11252 -0.01 -0.01 -0.03 0.47
H -0.90988 -0.74539 -2.97755 0.01 0.03 0.03 0.21
```
Positions in Å, forces in eV/Å.

=====

(3)
3 unconnected molecules or ions with the total composition C31H36ClN3O4. Source: the OMol25 dataset; level of theory: ωB97M-V/def2-TZVPD.

Output
molar mass = 550.10 g mol⁻¹
SMILES = CC[C@H](C)[C@@](C#N)(C[C@H](C)Cl)[C@H](C#N)CCCCn1cccc1.O=C1C=CC(=O)C=C1.O=C1C=CC(=O)C=C1
electronic energy = -2128.20859 Eh

The geometry in XYZ format:
```
75
Properties=species:S:1:pos:R:3:forces:R:3:mulliken_charge:R:1
C 0.85739 -1.29198 3.12378 0.10 -0.05 -0.43 -1.80
C 0.49699 -0.31413 2.00715 -0.13 -0.13 0.21 1.37
C -1.00283 0.01550 1.96048 0.16 -0.09 -0.21 -0.13
C -1.75110 -1.16631 1.35633 -0.15 0.06 0.20 -1.53
C -1.27141 1.34076 1.16918 0.07 0.09 0.23 3.20
C -0.52292 1.24824 -0.09271 -0.16 0.02 0.22 -1.16
N 0.07222 1.17149 -1.06888 0.16 0.04 -0.25 -0.89
C -2.77529 1.61644 0.89880 -0.24 0.06 -0.11 -2.05
C -3.23935 1.83699 -0.53858 -0.12 0.35 0.30 0.56
C -4.63481 2.44926 -0.56067 0.19 -0.29 0.02 -1.54
Cl -3.26831 0.29629 -1.44292 0.05 -0.15 -0.18 -0.14
C -0.67813 2.55498 1.96751 -0.08 -0.06 -0.14 1.11
C -1.35125 2.61605 3.27080 0.07 0.07 0.07 0.02
N -1.88992 2.70074 4.28175 0.01 -0.02 -0.04 -0.65
C -0.77017 3.94085 1.26833 0.13 0.07 0.04 -0.77
C 0.59509 4.63755 1.13450 -0.21 0.07 -0.15 -1.04
C 1.34293 4.29077 -0.16236 -0.01 0.05 0.16 -0.03
C 2.84989 4.07848 -0.06047 -0.04 0.01 -0.09 -1.21
N 3.26643 2.95679 0.76737 -0.07 0.13 -0.13 0.47
C 3.28174 2.85265 2.13475 -0.04 0.40 0.07 -0.53
C 3.78673 1.63400 2.47093 0.04 -0.32 0.35 -0.67
C 4.08560 0.95533 1.27073 0.18 -0.37 0.23 -0.58
C 3.76622 1.79630 0.25026 -0.10 -0.15 -0.36 -0.42
H 1.94156 -1.35239 3.20716 0.06 0.04 0.15 0.40
H 0.51807 -2.29535 2.87152 -0.13 -0.07 0.14 0.36
H 0.43504 -0.99283 4.08056 0.02 0.01 0.12 0.43
H 1.09477 0.58446 2.12880 0.15 0.11 -0.01 -0.66
H 0.77929 -0.76824 1.05904 0.08 0.12 -0.13 -0.59
H -1.33397 0.16965 2.98898 -0.19 0.16 0.02 0.77
H -1.44123 -2.08515 1.84715 0.10 -0.08 -0.06 0.60
H -1.52505 -1.23967 0.29633 0.02 -0.14 -0.08 0.12
H -2.82951 -1.10060 1.47929 -0.07 0.05 -0.04 0.35
H -3.38573 0.81559 1.30458 0.01 -0.07 0.14 0.73
H -3.06546 2.51609 1.44327 0.02 0.05 0.08 0.33
H -2.55337 2.50697 -1.05243 0.12 -0.17 -0.23 0.28
H -4.57813 3.50032 -0.28497 -0.06 0.08 0.07 0.37
H -5.27788 1.92194 0.14210 -0.10 0.02 0.04 0.34
H -5.06947 2.35485 -1.55056 -0.03 0.12 -0.09 0.45
H 0.37074 2.34718 2.17229 0.10 -0.03 -0.02 -0.49
H -1.22890 3.84029 0.28421 0.02 -0.08 -0.09 0.21
H -1.43650 4.58315 1.83955 -0.08 -0.01 0.07 0.50
H 1.18987 4.40278 2.00992 0.09 -0.06 0.16 0.34
H 0.43214 5.71427 1.16824 0.01 0.07 0.03 0.51
H 0.91178 3.40724 -0.62187 -0.01 -0.16 -0.02 0.02
H 1.18574 5.10879 -0.86695 0.01 -0.02 -0.14 0.44
H 3.20758 3.84627 -1.06165 0.09 0.06 -0.06 0.39
H 3.36568 4.98959 0.24361 0.00 0.02 0.23 0.34
H 3.00110 3.65436 2.79084 -0.07 0.21 -0.08 0.47
H 3.93966 1.27628 3.47427 -0.01 -0.02 0.07 0.48
H 4.50327 -0.03206 1.18607 0.03 -0.06 -0.10 0.50
H 3.85295 1.63678 -0.80972 -0.07 0.14 -0.11 0.36
C 2.42752 -1.62608 -2.83756 0.01 -0.02 0.01 -0.47
C 1.44043 -1.71095 -1.95000 -0.02 -0.02 0.01 -0.05
C 1.38737 -2.82496 -0.97219 0.03 0.09 -0.04 0.52
O 0.48407 -2.89952 -0.16259 0.04 -0.11 0.01 -0.42
C 2.46970 -3.83790 -1.01183 0.00 -0.02 0.00 -0.45
C 3.45470 -3.75324 -1.90129 -0.02 0.00 0.01 -0.46
C 3.51188 -2.63916 -2.88485 -0.02 0.02 0.00 0.26
O 4.41310 -2.56288 -3.69067 0.02 -0.01 -0.01 -0.56
H 2.49366 -0.82085 -3.55802 0.01 0.00 -0.01 0.49
H 0.64953 -0.97323 -1.88519 0.03 -0.03 -0.01 0.30
H 2.40512 -4.63824 -0.28519 -0.02 0.01 0.01 0.47
H 4.25608 -4.47899 -1.95545 0.01 0.01 -0.02 0.44
C -2.58066 -6.10723 -3.55724 -0.01 0.02 -0.01 -0.45
C -3.02565 -4.96649 -4.07678 0.01 -0.03 0.01 -0.45
C -2.78498 -3.66536 -3.40021 0.00 0.01 0.01 0.18
O -3.19107 -2.62630 -3.87370 -0.01 0.00 -0.01 -0.53
C -2.02836 -3.68802 -2.12359 0.01 0.04 0.01 0.18
C -1.58358 -4.82862 -1.60367 -0.01 -0.02 0.03 -0.20
C -1.82285 -6.12865 -2.27905 0.00 0.03 -0.02 0.12
O -1.41193 -7.16814 -1.81024 0.00 -0.01 0.00 -0.55
H -2.74270 -7.06691 -4.03139 0.01 -0.01 0.02 0.42
H -3.57857 -4.92511 -5.00660 0.00 0.02 0.00 0.42
H -1.86164 -2.73006 -1.64503 0.00 0.00 -0.01 0.32
H -1.03096 -4.86070 -0.67332 0.00 -0.01 -0.01 0.56
```
Positions in Å, forces in eV/Å.